# 1
Computed, not measured: the molecule C3H6N2, with ωB97M-V with the def2-TZVPD basis set.

The HOMO energy comes out at -0.35681 Ha. The calculation puts the relative energy (zero: lowest compared OMol25 entry of this formula, charge and spin) at 18.7 kcal/mol. For the orbital gap, the calculation gives 10.43 eV.

Atoms and positions in Å:
C (-0.58149, 1.18162, -0.23942)
C (0.60047, 0.23755, -0.38948)
N (0.57180, -0.83691, 0.63430)
C (-0.39282, -1.76955, 0.67706)
N (-1.21914, -2.57617, 0.69977)
H (-1.43352, 0.72980, 0.27758)
H (-0.92163, 1.51673, -1.22465)
H (-0.28755, 2.07353, 0.32406)
H (1.53561, 0.79822, -0.27749)
H (0.61210, -0.22056, -1.38444)
H (1.51612, -1.13423, 0.90276)

Now the Löwdin charges, all in e: number 1, C, carries -0.09; number 2, C, carries -0.24; number 3, N, carries -0.02; number 4, C, carries -0.35; number 5, N, carries 0.13; number 6, H, carries 0.07; number 7, H, carries 0.07; number 8, H, carries 0.07; number 9, H, carries 0.11; number 10, H, carries 0.11; number 11, H, carries 0.14

---

# 2
Computed, not measured: a structure of composition C4H4MgO2, with ωB97M-V with the def2-TZVPD basis set.

The multiplicity is 2. The HOMO energy (spin up / spin down) comes out at -0.75721 / -0.85231 Ha. The calculation puts the relative energy (zero: lowest compared OMol25 entry of this formula, charge and spin) at 35.3 kcal/mol. The charge is +3. For the orbital gap (spin up / spin down), the calculation gives 4.54 / 7.13 eV.

Atoms and positions in Å:
H (0.48748, -0.96401, 2.83581)
O (1.33734, -2.03313, 1.30304)
C (0.99953, -1.64643, 0.30036)
C (0.21286, -0.99646, -0.73550)
C (0.37818, 0.49775, -0.70840)
C (-0.52211, 1.33397, -0.27388)
O (-1.25172, 2.12311, 0.19114)
Mg (-2.67278, 3.49586, 0.44726)
H (-0.82302, -1.34299, -0.57906)
H (0.56406, -1.43336, -1.68713)
H (1.29016, 0.96570, -1.09364)

Now the Löwdin charges, all in e: number 1, H, carries 0.19; number 2, O, carries 0.35; number 3, C, carries 0.09; number 4, C, carries -0.02; number 5, C, carries 0.03; number 6, C, carries -0.05; number 7, O, carries 0.10; number 8, Mg, carries 1.74; number 9, H, carries 0.19; number 10, H, carries 0.19; number 11, H, carries 0.19

---

# 3
Computed, not measured: a structure of composition C2F3HoNO5S, with ωB97M-V with the def2-TZVPD basis set.

The multiplicity is 6. The HOMO energy (spin up / spin down) comes out at -0.29617 / -0.30723 Ha. For the orbital gap (spin up / spin down), the calculation gives 6.69 / 6.25 eV.

Atoms and positions in Å:
Ho (-0.99114, 2.58972, 1.03899)
N (0.08065, 0.74743, -1.36957)
S (1.36045, 0.73858, -0.45890)
O (2.60402, 0.82722, -1.23237)
O (1.20628, 1.65953, 0.73359)
C (1.60620, -0.89053, 0.45122)
F (1.60344, -1.88792, -0.42791)
F (0.61893, -1.09132, 1.32088)
F (2.75930, -0.91733, 1.11459)
O (-1.06770, 1.05645, -0.60206)
O (-3.44947, -0.27058, 0.73111)
C (-3.15667, -0.85565, -0.24930)
O (-3.17429, -1.70561, -1.05027)

Now the Löwdin charges, all in e: number 1, Ho, carries 1.53; number 2, N, carries -0.29; number 3, S, carries 0.61; number 4, O, carries -0.30; number 5, O, carries -0.57; number 6, C, carries -0.69; number 7, F, carries 0.14; number 8, F, carries 0.12; number 9, F, carries 0.14; number 10, O, carries -0.63; number 11, O, carries 0.13; number 12, C, carries -0.41; number 13, O, carries 0.21

---

# 4
Computed, not measured: a structure of composition C9H9Br4O2SbSe3TeV, with ωB97M-V with the def2-TZVPD basis set.

The multiplicity is 3. The HOMO energy (spin up / spin down) comes out at -0.17809 / -0.18734 Ha. The charge is -1. For the orbital gap (spin up / spin down), the calculation gives 6.88 / 7.18 eV.

Atoms and positions in Å:
V (0.81688, -2.07475, 0.26605)
Br (-5.78438, -2.95059, -0.28975)
C (-4.10251, -2.18870, 0.11387)
C (-3.96215, -0.81026, 0.21813)
Br (-5.45776, 0.31855, -0.03545)
C (-2.70648, -0.25181, 0.48070)
Br (-2.48586, 1.60835, 0.69701)
C (-1.57432, -1.05217, 0.57402)
O (-0.34067, -0.63545, 0.75542)
C (-1.72788, -2.46542, 0.48033)
O (-0.61189, -3.15641, 0.61109)
C (-2.98363, -3.01154, 0.27337)
Br (-3.11150, -4.89565, 0.18239)
Se (2.37974, -1.66695, 1.91941)
Se (3.80453, -3.45422, 1.25461)
Te (2.23645, -4.42162, -0.47392)
Se (1.80049, -2.37374, -1.85427)
C (1.88269, 1.82860, 1.25901)
Sb (1.32035, 1.50186, -0.79869)
C (0.36392, 3.44478, -0.95391)
C (3.19098, 2.33190, -1.53677)
H (1.85935, 2.89598, 1.48108)
H (2.88364, 1.43509, 1.42540)
H (1.18549, 1.30085, 1.90762)
H (1.12006, 4.22310, -0.85027)
H (-0.38667, 3.56199, -0.17777)
H (-0.11541, 3.53357, -1.92870)
H (3.43647, 3.23182, -0.97221)
H (3.07621, 2.59059, -2.59014)
H (3.99387, 1.60224, -1.43767)

Now the Löwdin charges, all in e: number 1, V, carries -0.10; number 2, Br, carries 0.68; number 3, C, carries -0.76; number 4, C, carries -0.76; number 5, Br, carries 0.68; number 6, C, carries -0.63; number 7, Br, carries 0.77; number 8, C, carries -0.40; number 9, O, carries -0.33; number 10, C, carries -0.39; number 11, O, carries -0.28; number 12, C, carries -0.64; number 13, Br, carries 0.75; number 14, Se, carries 0.12; number 15, Se, carries -0.14; number 16, Te, carries 0.42; number 17, Se, carries -0.02; number 18, C, carries -0.35; number 19, Sb, carries 1.28; number 20, C, carries -0.37; number 21, C, carries -0.36; number 22, H, carries 0.00; number 23, H, carries -0.02; number 24, H, carries -0.02; number 25, H, carries -0.01; number 26, H, carries -0.05; number 27, H, carries -0.01; number 28, H, carries -0.01; number 29, H, carries -0.01; number 30, H, carries -0.01

---

# 5
Computed, not measured: a structure of composition C4H10N4, with ωB97M-V with the def2-TZVPD basis set.

The HOMO energy comes out at -0.27336 Ha. The calculation puts the relative energy (zero: lowest compared OMol25 entry of this formula, charge and spin) at 147.4 kcal/mol. For the orbital gap, the calculation gives 8.08 eV.

Atoms and positions in Å:
C (2.11316, 0.29654, 0.61524)
N (0.84549, 0.67631, 1.39927)
C (2.36862, -0.97336, 1.40091)
C (1.39203, -0.70777, 2.23848)
H (-0.01716, 0.53729, 0.85411)
H (0.85344, 1.59785, 1.84107)
H (2.87543, 1.06916, 0.72290)
H (1.88556, 0.16929, -0.44554)
H (0.79973, -1.04208, 3.07199)
C (-1.48163, 0.83160, -2.14462)
N (-1.87464, -0.33596, -1.39192)
N (-1.19682, -0.64585, -0.28956)
N (-1.32455, -1.83514, 0.08568)
H (-2.33504, -1.11066, -1.86606)
H (-0.73691, -1.95867, 0.91418)
H (-2.31869, 1.15111, -2.76653)
H (-0.61387, 0.64498, -2.78955)
H (-1.23416, 1.63537, -1.45006)

Now the Löwdin charges, all in e: number 1, C, carries -0.24; number 2, N, carries 0.02; number 3, C, carries -0.16; number 4, C, carries -0.12; number 5, H, carries 0.06; number 6, H, carries 0.12; number 7, H, carries 0.09; number 8, H, carries 0.08; number 9, H, carries 0.05; number 10, C, carries -0.09; number 11, N, carries -0.12; number 12, N, carries -0.15; number 13, N, carries 0.06; number 14, H, carries 0.13; number 15, H, carries 0.03; number 16, H, carries 0.08; number 17, H, carries 0.08; number 18, H, carries 0.07

---

# 6
Computed, not measured: a structure of composition C11H22BN8O2PtS, with ωB97M-V with the def2-TZVPD basis set.

The multiplicity is 3. The HOMO energy (spin up / spin down) comes out at -0.37396 / -0.42184 Ha. The calculation puts the relative energy (zero: lowest compared OMol25 entry of this formula, charge and spin) at 0.1 kcal/mol. The charge is +1. For the orbital gap (spin up / spin down), the calculation gives 7.86 / 7.39 eV.

Atoms and positions in Å:
Pt (0.25515, 0.30475, 1.62556)
C (5.81347, 1.20242, 1.61249)
C (4.93996, 0.05029, 1.93326)
N (5.31581, -1.08669, 2.41839)
N (4.15299, -1.80988, 2.52649)
C (3.07018, -1.14996, 2.13121)
S (1.47803, -1.72725, 2.09741)
N (3.56357, 0.04887, 1.73948)
N (2.75873, 1.05084, 1.21250)
H (6.83917, 0.93758, 1.85178)
H (5.53136, 2.08163, 2.19263)
H (5.75192, 1.45648, 0.55388)
H (4.17489, -2.75048, 2.88484)
H (2.80979, 1.89013, 1.77647)
H (2.99538, 1.23437, 0.24449)
C (0.50306, -1.10463, -3.46746)
C (-0.28216, -0.15586, -2.58653)
C (-0.48400, 1.17690, -3.28777)
O (0.49658, 0.11640, -1.37759)
B (-0.37478, 0.13073, -0.31945)
O (-1.66859, -0.17868, -0.67246)
C (-1.60488, -0.75872, -2.01423)
C (-2.85509, -0.38218, -2.77661)
C (-1.53626, -2.26750, -1.82575)
H (1.37322, -0.58957, -3.87624)
H (-0.11174, -1.44910, -4.30141)
H (0.85209, -1.97022, -2.90779)
H (0.49133, 1.62822, -3.47046)
H (-1.06840, 1.86338, -2.67348)
H (-0.98794, 1.04666, -4.24651)
H (-3.00436, 0.69549, -2.80845)
H (-3.72300, -0.83694, -2.29673)
H (-2.80116, -0.76001, -3.79936)
H (-0.62036, -2.56090, -1.31048)
H (-1.58871, -2.79241, -2.77994)
H (-2.38223, -2.57955, -1.21262)
N (-3.74512, 0.73280, 1.59705)
C (-4.08045, 1.05820, 2.85342)
N (-5.36577, 1.26300, 3.15047)
N (-3.20153, 1.19276, 3.83573)
C (-1.94878, 1.04081, 3.59238)
N (-0.81071, 0.90454, 3.37609)
H (-4.43680, 0.61867, 0.87831)
H (-2.78314, 0.54212, 1.35131)
H (-6.09861, 1.15774, 2.47396)
H (-5.60211, 1.48472, 4.10171)

Now the Löwdin charges, all in e: number 1, Pt, carries 0.89; number 2, C, carries 0.01; number 3, C, carries -0.31; number 4, N, carries 0.15; number 5, N, carries 0.05; number 6, C, carries -0.71; number 7, S, carries 0.65; number 8, N, carries -0.08; number 9, N, carries 0.08; number 10, H, carries 0.10; number 11, H, carries 0.09; number 12, H, carries 0.09; number 13, H, carries 0.17; number 14, H, carries 0.12; number 15, H, carries 0.12; number 16, C, carries 0.00; number 17, C, carries -0.47; number 18, C, carries -0.01; number 19, O, carries 0.04; number 20, B, carries -0.82; number 21, O, carries 0.03; number 22, C, carries -0.47; number 23, C, carries 0.00; number 24, C, carries -0.01; number 25, H, carries 0.10; number 26, H, carries 0.10; number 27, H, carries 0.09; number 28, H, carries 0.10; number 29, H, carries 0.10; number 30, H, carries 0.10; number 31, H, carries 0.09; number 32, H, carries 0.09; number 33, H, carries 0.10; number 34, H, carries 0.10; number 35, H, carries 0.10; number 36, H, carries 0.10; number 37, N, carries 0.21; number 38, C, carries -0.47; number 39, N, carries 0.19; number 40, N, carries 0.13; number 41, C, carries -0.33; number 42, N, carries -0.02; number 43, H, carries 0.12; number 44, H, carries 0.07; number 45, H, carries 0.12; number 46, H, carries 0.13